[1]
Molecular formula: C30H36CsN13O6S3
Method: DFT, ωB97M-V with the def2-TZVPD basis set

```
! RIJCOSX wB97M-V def2-TZVPD def2/J DEFGRID3
* xyz -2 1
Cs -0.07777 1.13943 0.21629
C 4.65873 -0.51561 4.95994
C 4.43642 0.60405 3.94432
N 3.08416 1.11482 3.91449
C 2.04993 0.42458 3.32295
S 0.45889 1.04232 3.54215
N 2.38548 -0.67036 2.66750
N 1.35600 -1.10241 1.85124
C 1.18375 -2.36491 1.77361
C 1.98017 -3.35815 2.57175
C 0.17180 -2.86834 0.79075
C 0.27765 -4.14790 0.25263
C -0.66181 -4.57567 -0.67624
C -1.68084 -3.71968 -1.04597
C -1.71020 -2.45896 -0.45839
N -0.82274 -2.04857 0.43646
H 5.69751 -0.85859 4.94005
H 4.00800 -1.35628 4.71964
H 4.43067 -0.17415 5.97248
H 4.67227 0.23269 2.94739
H 5.10950 1.43929 4.15237
H 2.79031 1.76201 4.62508
H 2.24302 -2.90877 3.52673
H 2.91652 -3.60794 2.06158
H 1.42230 -4.28040 2.74191
H 1.09303 -4.79617 0.54766
H -0.59092 -5.56822 -1.10609
H -2.43606 -4.00513 -1.76581
H -2.48058 -1.74246 -0.72153
C 2.13300 -2.32172 -4.40925
C 1.02693 -1.36288 -4.64602
N 0.64130 -0.91606 -5.79709
N -0.39138 -0.06811 -5.47706
C -0.65456 0.03263 -4.15743
S -1.80455 1.01550 -3.45842
N 0.24958 -0.84463 -3.62880
N 0.44371 -1.05353 -2.25689
H 2.59667 -2.55888 -5.36375
H 1.76736 -3.24513 -3.95526
H 2.86110 -1.85499 -3.74517
H -0.84075 0.48894 -6.17966
H 0.66749 -2.03488 -2.12910
H 1.28095 -0.50496 -2.02625
C 2.90721 2.93677 -4.92853
C 4.18848 2.30194 -4.39639
C 4.23610 2.19302 -2.86171
C 5.53522 1.49166 -2.42963
C 5.64778 1.30859 -0.91969
C 4.24518 3.59456 -2.28519
O 5.14595 4.38688 -2.50195
N 3.17846 3.91562 -1.50823
C 2.06193 3.09731 -1.20615
O 1.17595 3.61076 -0.53775
N 2.04265 1.81491 -1.64568
C 3.04103 1.34640 -2.40609
O 3.03892 0.17326 -2.81095
H 2.91386 2.97555 -6.01901
H 2.78803 3.95972 -4.56292
H 2.02583 2.36828 -4.62153
H 5.05962 2.88179 -4.70942
H 4.29239 1.28876 -4.78787
H 6.36865 2.08988 -2.80372
H 5.55560 0.52243 -2.92841
H 5.64206 2.27030 -0.40089
H 6.57684 0.80040 -0.65563
H 4.82138 0.71139 -0.52806
H 3.13947 4.84738 -1.12191
O -11.55296 -0.75802 2.90299
S -10.76878 0.28645 2.27363
O -10.36992 0.00795 0.91099
O -11.25085 1.63743 2.50686
C -9.20812 0.27505 3.22003
N -9.31995 0.23432 4.55350
C -8.18061 0.24922 5.22762
C -6.93836 0.30262 4.61986
C -6.92822 0.36018 3.23635
N -8.06582 0.34737 2.54390
C -5.66327 0.41187 2.43895
C -5.71207 0.31234 1.05445
C -4.52503 0.32749 0.34039
N -3.31559 0.42044 0.90080
C -3.27597 0.53686 2.23045
C -4.41104 0.54133 3.02727
H -8.25874 0.21144 6.31085
H -6.03411 0.29169 5.20987
H -6.66847 0.22090 0.55670
H -4.54401 0.25169 -0.74239
H -2.28911 0.60212 2.68240
H -4.28959 0.63989 4.09703
*
```

## Properties
- HOMO level: -0.1164 hartree
- Kohn-Sham gap: 6.39 eV
- E: -96410.2069 eV

[2]
Molecular formula: C30H36N2O5
Method: DFT, ωB97M-V with the def2-TZVPD basis set

```
! RIJCOSX wB97M-V def2-TZVPD def2/J DEFGRID3
* xyz 0 1
C -4.10136 0.09948 3.54879
C -2.79298 -0.40108 3.03268
O -1.96774 0.74521 2.69230
C -0.79736 0.43676 2.06203
C 0.04267 1.78743 1.64373
C -0.53431 2.85595 2.65110
C 1.46911 1.60911 2.16761
O 2.25966 2.58354 2.28707
O 1.80053 0.39376 2.51822
C 3.13116 0.32472 3.08004
C 3.36344 -1.10785 3.44387
O -0.42467 -0.66056 1.82327
H -4.71561 -0.75076 3.80965
H -4.01661 0.70845 4.44222
H -4.64832 0.67063 2.80543
H -2.25851 -0.99049 3.77383
H -2.91399 -0.97060 2.11870
H 0.09474 3.76804 2.62737
H -1.58922 3.15329 2.41815
H -0.46190 2.33156 3.65081
H 3.84498 0.66332 2.32067
H 3.17106 0.98913 3.95161
H 4.36790 -1.20901 3.85012
H 2.66717 -1.45671 4.20633
H 3.27992 -1.76263 2.57510
C -4.93637 -3.78148 -2.92653
C -3.52568 -3.34644 -2.65833
C -2.91245 -2.43111 -3.51432
C -1.59298 -2.02379 -3.31396
C -0.94444 -1.03701 -4.22887
C -0.90582 -2.54919 -2.22206
N 0.48130 -2.24511 -2.06021
C 0.99157 -1.08227 -1.55535
C 0.16802 -0.07460 -0.89598
C 0.83691 1.21077 -0.74564
C 0.46693 2.14388 0.29681
C 1.22618 3.46849 0.04545
C 0.56948 4.62572 0.47887
C 1.18723 5.88628 0.41002
C 2.37839 6.05000 -0.28503
C 2.89890 4.95708 -0.97717
C 2.32317 3.68285 -0.84411
O -1.01977 -0.35659 -0.54659
N 2.33708 -1.18676 -1.57032
C 3.30452 -0.20750 -1.09052
C 2.67990 -2.41656 -2.12062
C 1.55059 -3.06090 -2.41414
C -1.50065 -3.41780 -1.31210
C -0.76542 -3.83612 -0.08042
C -2.81633 -3.82075 -1.55302
H -5.24181 -4.57958 -2.24420
H -5.63825 -2.94559 -2.80975
H -5.05099 -4.15065 -3.95309
H -3.45623 -2.01940 -4.36437
H 0.02789 -1.38190 -4.60190
H -1.60877 -0.88447 -5.08539
H -0.79689 -0.05862 -3.75022
H 1.23556 1.63785 -1.72429
H -0.67075 2.22375 0.36180
H -0.44867 4.58545 0.88345
H 0.74122 6.74049 0.92407
H 2.90325 6.98170 -0.32476
H 3.79270 5.04731 -1.62247
H 2.74404 2.84292 -1.45955
H 4.27627 -0.71082 -0.98617
H 3.41162 0.63129 -1.79993
H 2.98699 0.18871 -0.11083
H 3.72067 -2.70982 -2.22022
H 1.37268 -4.03640 -2.83113
H -1.39165 -4.54709 0.46901
H 0.19062 -4.32702 -0.30398
H -0.57091 -2.97977 0.58476
H -3.27863 -4.51017 -0.84741
*
```

## Properties
- HOMO level: -0.2220 hartree
- Kohn-Sham gap: 6.55 eV
- E: -44907.3194 eV

[3]
Molecular formula: C30H36N2O9
Method: DFT, ωB97M-V with the def2-TZVPD basis set

```
! RIJCOSX wB97M-V def2-TZVPD def2/J DEFGRID3
* xyz 0 1
C -5.33358 -2.13745 -2.19453
C -4.01871 -1.42188 -2.28118
N -4.02036 0.00658 -2.47586
C -5.09995 0.64725 -3.04850
C -4.82548 2.05122 -3.00413
N -3.64323 2.20668 -2.28150
C -3.15289 0.95314 -1.96906
C -2.92766 3.44101 -1.99207
H -6.18770 -1.86953 -2.81646
H -5.76201 -2.09283 -1.19325
H -5.24944 -3.15889 -2.56559
H -3.54463 -1.90875 -3.13342
H -3.26172 -1.62608 -1.52397
H -5.79813 0.02293 -3.58624
H -5.28749 2.82765 -3.59583
H -2.23693 0.65589 -1.48012
H -2.81987 3.52379 -0.91057
H -3.29047 4.26157 -2.61105
H -1.89435 3.32100 -2.31760
O 1.90820 -1.22623 1.65215
H 2.29780 -1.38786 2.53341
C 1.80465 1.56305 -4.74169
C 1.95148 0.56675 -3.68858
C 1.62614 -0.75099 -3.95383
C 1.33374 -1.18808 -5.24306
C 1.22301 -0.24297 -6.31947
C 1.41807 1.13933 -5.97835
O 1.15821 2.12387 -6.86547
O 1.47524 -1.62808 -2.92827
H 1.86098 2.63551 -4.62740
H 2.21948 0.83998 -2.67867
H 1.31986 -2.24661 -5.45688
H 1.01022 -0.62994 -7.30505
H 1.18662 2.90721 -6.31124
H 1.44307 -1.28421 -2.03254
C -4.89205 -2.22024 2.97538
C -5.96482 -1.39283 3.02505
C -5.76179 0.00018 2.94192
C -4.50399 0.51420 2.67815
C -3.40052 -0.30118 2.59741
C -3.59358 -1.68213 2.70558
O -2.52373 -2.53247 2.65660
O -6.75568 0.86287 2.87701
H -5.14821 -3.24786 3.18697
H -6.92792 -1.80696 2.76550
H -4.42564 1.56476 2.44031
H -2.44295 0.16649 2.42205
H -1.65087 -2.13564 2.60951
H -7.49909 0.42883 2.45209
C 6.41169 -4.29234 -0.12482
C 7.20908 -5.41068 -0.29714
C 8.65132 -5.43613 -0.27451
C 9.22867 -4.24509 0.11695
C 8.47883 -3.10259 0.31441
C 7.10998 -3.15148 0.20601
O 6.34535 -2.04321 0.15713
O 9.40741 -6.61122 -0.48429
H 5.34113 -4.41369 -0.19937
H 6.72666 -6.33411 -0.58164
H 10.22384 -4.31323 0.53095
H 8.99237 -2.19933 0.60903
H 5.42984 -2.19443 0.40325
H 10.29020 -6.42124 -0.81015
C 0.28268 3.68754 6.15947
C 0.88310 3.04455 5.05889
C 1.23652 3.83190 3.94388
C 1.11234 5.23305 3.99904
C 0.43685 5.80022 5.02933
C 0.03597 5.03556 6.05564
O -0.62826 5.75902 6.98069
O 1.73283 3.25184 2.77817
H 0.02269 3.26592 7.11919
H 1.20579 2.03060 5.24375
H 1.58936 5.82536 3.23222
H 0.19933 6.85234 4.97426
H -0.98051 5.14038 7.62475
H 1.63343 2.29825 2.82698
*
```

## Properties
- HOMO level: -0.1880 hartree
- Kohn-Sham gap: 3.78 eV
- E: -53093.3774 eV

Q: The highest HOMO level belongs to which entry?
A: C30H36CsN13O6S3